The following is a quantum chemistry calculation of a molecular structure, C19H25IN4S3Ti in a non-equilibrium geometry, from the OMol25 dataset.

ORCA input file:
```
! RIJCOSX wB97M-V def2-TZVPD def2/J DEFGRID3
* xyz 2 3
Ti 0.18 -0.04 -0.39
C -3.75 -1.75 0.96
C -3.82 -0.61 -0.05
S -2.38 0.46 -0.30
C -2.43 1.70 1.01
C -1.48 1.55 2.22
S -0.11 0.36 2.09
C -0.57 -0.97 3.24
C -1.60 -1.97 2.78
S -3.26 -1.27 2.63
H -3.10 -2.56 0.62
H -4.74 -2.18 1.05
H -4.63 0.08 0.21
H -4.05 -0.99 -1.04
H -3.46 1.74 1.36
H -2.23 2.64 0.50
H -2.04 1.27 3.12
H -1.01 2.51 2.42
H -0.87 -0.46 4.15
H 0.38 -1.47 3.46
H -1.64 -2.78 3.51
H -1.31 -2.43 1.83
C 5.02 -0.33 -0.62
C 4.39 -0.83 0.50
C 3.01 -0.78 0.56
N 2.24 -0.27 -0.42
C 2.88 0.18 -1.52
C 4.25 0.19 -1.65
H 6.10 -0.34 -0.70
H 4.95 -1.26 1.32
H 2.49 -1.15 1.43
H 2.26 0.58 -2.32
H 4.70 0.59 -2.55
I -0.43 -5.38 0.02
C 0.03 -3.73 -1.06
C 0.92 -3.61 -2.10
N 0.88 -2.33 -2.51
N 0.02 -1.58 -1.81
C -0.52 -2.45 -0.93
H 1.55 -4.34 -2.59
H 1.39 -1.91 -3.28
H -1.35 -2.15 -0.31
C 0.25 4.60 -1.65
C 0.87 4.21 -0.47
C 0.88 2.87 -0.15
N 0.31 1.92 -0.92
C -0.26 2.32 -2.07
C -0.31 3.63 -2.47
H 0.22 5.64 -1.93
H 1.33 4.93 0.19
H 1.38 2.52 0.75
H -0.71 1.54 -2.68
H -0.79 3.89 -3.41
*
```

Largest force on an atom in eV/A: 1.81
⟨S²⟩: 2.007
Total energy in eV: -89777.8095
LUMO (alpha / beta) in eV: -5.689 / -5.827
Orbital gap (alpha / beta) in eV: 7.28 / 8.27